Formula: C44H119N5O13
Source: the OMol25 dataset
Level of theory: ωB97M-V/def2-TZVPD

## Properties
Calculated total energy, hartree: -2999.537339
Gap between HOMO and LUMO, eV: 9.5
Energy relative to the best compared isomer or geometry (same formula, charge and spin), eV: 1.1522

Geometry as ORCA input:
```
! wB97M-V def2-TZVPD RIJCOSX def2/J DEFGRID3
* xyz 0 1
C 4.183 -2.091 -4.208
C 3.684 -1.071 -3.245
C 3.744 0.357 -3.854
O 3.565 1.291 -2.851
C 3.863 2.646 -3.193
N 2.338 -1.378 -2.716
H 3.364 -2.414 -4.908
H 4.439 -2.996 -3.609
H 5.007 -1.804 -4.813
H 4.326 -1.070 -2.357
H 3.047 0.441 -4.675
H 4.775 0.438 -4.282
H 3.416 2.839 -4.190
H 4.946 2.756 -3.337
H 3.480 3.401 -2.517
H 1.803 -1.486 -3.549
H 1.861 -0.628 -2.209
C 4.515 -0.961 0.380
C 4.744 -2.357 0.955
C 5.790 -2.236 2.131
O 7.072 -2.059 1.578
C 7.686 -3.335 1.458
N 3.512 -2.858 1.461
H 5.483 -0.397 0.140
H 3.974 -0.396 1.195
H 3.820 -1.048 -0.436
H 5.210 -2.932 0.177
H 5.687 -3.068 2.826
H 5.556 -1.427 2.775
H 7.109 -3.966 0.766
H 7.826 -3.838 2.368
H 8.683 -3.126 1.018
H 3.667 -3.810 1.823
H 2.858 -2.897 0.708
C -0.122 1.094 -2.826
C -0.392 2.121 -3.879
C -0.943 3.350 -3.225
O -1.270 4.283 -4.233
C -0.651 5.497 -4.047
N 0.825 2.403 -4.631
H -0.814 0.867 -1.997
H 0.760 1.458 -2.265
H 0.219 0.154 -3.267
H -1.154 1.808 -4.582
H -0.227 3.662 -2.446
H -1.778 2.987 -2.660
H -1.003 6.018 -3.161
H -0.772 6.096 -4.973
H 0.480 5.427 -3.949
H 0.642 3.149 -5.242
H 1.563 2.611 -3.999
C -0.724 3.859 2.757
C -1.541 2.871 3.486
C -2.028 1.601 2.766
O -2.921 1.905 1.741
C -3.341 0.686 1.074
N -0.814 2.301 4.646
H 0.110 3.431 2.232
H -0.368 4.686 3.402
H -1.340 4.348 1.967
H -2.461 3.357 3.898
H -2.466 0.940 3.525
H -1.166 1.123 2.376
H -3.252 -0.173 1.733
H -2.677 0.511 0.220
H -4.349 0.888 0.733
H 0.029 1.790 4.295
H -0.535 2.991 5.307
C -0.199 -2.952 1.923
C -0.514 -1.693 1.121
C 0.626 -0.735 1.192
O 0.196 0.480 0.549
C 1.224 1.470 0.514
N -0.943 -1.985 -0.240
H -1.103 -3.560 2.130
H 0.298 -2.621 2.819
H 0.442 -3.617 1.337
H -1.366 -1.113 1.590
H 1.393 -1.219 0.598
H 0.941 -0.618 2.225
H 1.685 1.555 1.531
H 0.964 2.428 0.076
H 2.100 1.099 -0.070
H -0.951 -1.141 -0.869
H -0.183 -2.578 -0.566
C -2.058 -3.328 -4.701
C -0.630 -3.288 -5.232
C -0.337 -1.868 -5.709
O 0.333 -3.667 -4.194
H -2.230 -2.497 -3.988
H -2.302 -4.308 -4.265
H -2.738 -3.292 -5.515
H -0.393 -4.086 -6.053
H -0.821 -1.142 -5.084
H -0.666 -1.718 -6.717
H 0.724 -1.619 -5.621
H -0.203 -3.814 -3.385
C -4.433 -4.291 0.461
C -3.469 -4.639 -0.727
C -4.218 -5.665 -1.657
O -3.099 -3.450 -1.423
H -4.748 -5.148 0.934
H -5.272 -3.737 0.045
H -3.962 -3.690 1.225
H -2.585 -5.133 -0.211
H -4.338 -6.610 -1.125
H -3.676 -5.817 -2.663
H -5.129 -5.171 -1.882
H -2.556 -2.945 -0.810
C 1.536 6.250 -0.306
C 2.987 5.644 -0.261
C 3.784 6.183 0.936
O 2.841 4.190 -0.183
H 1.614 7.278 -0.477
H 1.137 6.223 0.710
H 0.894 5.696 -0.997
H 3.419 6.030 -1.217
H 4.810 5.748 0.965
H 3.258 5.748 1.841
H 3.768 7.240 1.099
H 3.718 3.865 0.043
C 3.564 -5.172 -1.380
C 2.160 -4.783 -1.632
C 1.124 -5.817 -1.161
O 1.815 -3.537 -1.104
H 3.814 -6.113 -1.920
H 3.771 -5.250 -0.252
H 4.260 -4.484 -1.859
H 2.012 -4.715 -2.738
H 1.248 -5.991 -0.073
H 1.014 -6.861 -1.567
H 0.136 -5.320 -1.135
H 1.969 -2.858 -1.771
C -3.878 6.314 -0.306
C -3.952 4.941 0.308
C -5.257 4.096 0.004
O -2.712 4.244 -0.015
H -4.762 6.948 -0.442
H -3.451 6.201 -1.333
H -3.267 7.010 0.207
H -4.026 5.065 1.364
H -5.461 3.759 -0.998
H -6.082 4.754 0.192
H -5.304 3.178 0.644
H -2.829 3.434 0.522
C 1.340 -1.595 6.640
C 1.187 -0.558 5.522
C 2.494 -0.543 4.787
O 0.121 -0.872 4.627
H 0.340 -1.862 7.126
H 2.060 -1.199 7.425
H 1.726 -2.522 6.229
H 1.018 0.480 5.923
H 2.401 -0.047 3.794
H 2.839 -1.510 4.656
H 3.242 0.022 5.385
H -0.706 -0.994 5.133
C -4.609 0.958 -2.293
C -4.156 -0.457 -2.202
C -4.870 -1.443 -3.068
O -2.701 -0.553 -2.494
H -4.741 1.255 -3.329
H -3.887 1.626 -1.766
H -5.601 1.028 -1.736
H -4.218 -0.761 -1.178
H -4.745 -1.292 -4.158
H -5.925 -1.539 -2.796
H -4.383 -2.413 -2.825
H -2.674 0.155 -3.259
C -3.968 -0.834 7.354
C -3.440 0.376 6.600
C -3.480 1.519 7.577
O -2.097 0.060 6.195
H -3.328 -1.071 8.176
H -4.063 -1.723 6.709
H -5.010 -0.567 7.693
H -4.021 0.565 5.708
H -4.512 1.756 7.696
H -2.996 2.454 7.148
H -2.937 1.261 8.524
H -1.724 0.803 5.621
*
```

Here are the Mulliken charges for atoms 1 to 2, given in e: -1.29 0.70